72
Properties=species:S:1:pos:R:3 method="wB97M-V/def2-TZVPD" e_homo_ev="-6.8440 / -6.8435" relative_energy_ev=1.102 orbital_gap_ev="6.06 / 6.06" energy_ha=-4190.8050
Pt -0.066 0.065 0.306
C 4.329 1.554 3.719
C 4.130 0.046 3.641
N 2.730 -0.342 3.533
C 2.017 -0.191 2.397
S 0.305 -0.456 2.514
N 2.681 0.118 1.303
N 1.889 0.225 0.208
C 2.407 0.486 -0.955
C 3.867 0.681 -1.175
C 1.442 0.572 -2.042
C 1.802 0.755 -3.374
C 0.818 0.797 -4.340
C -0.513 0.668 -3.962
C -0.817 0.499 -2.629
N 0.138 0.444 -1.694
H 5.392 1.798 3.681
H 3.920 1.958 4.646
H 3.836 2.043 2.880
H 4.526 -0.445 4.530
H 4.655 -0.364 2.779
H 2.193 -0.420 4.380
H 4.380 0.734 -0.220
H 4.043 1.604 -1.728
H 4.288 -0.149 -1.749
H 2.846 0.854 -3.636
H 1.082 0.930 -5.380
H -1.312 0.709 -4.688
H -1.832 0.428 -2.274
C 2.144 3.779 -0.642
Ge 0.215 3.696 -0.216
C -0.169 5.317 0.836
C -0.722 3.906 -1.920
C -0.105 2.182 0.964
H 2.417 4.793 -0.941
H 2.405 3.113 -1.468
H 2.747 3.506 0.227
H 0.057 6.225 0.275
H 0.422 5.321 1.753
H -1.224 5.339 1.113
H -0.525 4.920 -2.274
H -1.793 3.762 -1.803
H -0.360 3.210 -2.677
H -1.073 2.294 1.454
H 0.670 2.273 1.734
O -2.768 1.739 -0.351
C -2.985 0.613 0.066
O -2.081 -0.274 0.365
C -4.392 0.092 0.189
C -5.444 0.994 0.075
C -6.754 0.552 0.171
C -7.019 -0.797 0.369
C -5.971 -1.701 0.474
C -4.660 -1.258 0.389
H -5.214 2.038 -0.089
H -7.570 1.259 0.091
H -8.042 -1.143 0.440
H -6.176 -2.753 0.625
H -3.837 -1.953 0.475
C -0.865 -2.664 -1.851
Si -0.037 -2.338 -0.190
C -0.963 -3.313 1.116
C 1.731 -2.976 -0.303
H -0.974 -3.740 -2.011
H -0.282 -2.264 -2.684
H -1.863 -2.220 -1.887
H -1.136 -4.339 0.781
H -1.929 -2.848 1.321
H -0.405 -3.346 2.052
H 1.734 -4.054 -0.486
H 2.283 -2.789 0.621
H 2.276 -2.500 -1.123